One molecule with the formula C3H4BrClN2O in a non-equilibrium geometry. Source: the OMol25 dataset; level of theory: ωB97M-V with the def2-TZVPD basis set.

Geometry (Å):
C -1.105 -2.247 0.016
C -0.221 0.754 -0.597
C -0.651 0.194 0.740
N 0.933 0.362 -1.221
N -0.988 -1.240 0.660
O -1.114 -3.271 -0.486
Cl 2.231 0.060 -0.293
Br 3.623 2.143 0.078
H -0.922 0.502 -1.326
H -0.273 1.861 -0.367
H 0.036 0.162 1.664
H -1.549 0.721 1.131

Properties
gap between HOMO and LUMO (alpha / beta): 0.2494 / 0.2495 Eh
LUMO level (alpha / beta): -0.1047 / -0.1046 Ha
HOMO level (alpha / beta): -0.3541 / -0.3541 Eh
ΔE to the lowest compared entry with this formula, charge and spin: 418.1 kJ/mol

Atomic charges from the Löwdin analysis, expressed in e, are listed below: -0.366, -0.375, -0.203, -0.403, 0.105, 0.175, 0.607, -0.047, 0.104, 0.149, 0.133, 0.120

***

C4H11AlClCuNO3 as an isolated structure in a non-equilibrium geometry. Source: the OMol25 dataset; level of theory: ωB97M-V with the def2-TZVPD basis set.

Geometry (Å):
Al -0.254 0.380 1.850
Cl -0.277 2.212 3.059
C -1.989 0.480 0.861
H -2.392 -0.515 0.614
H -1.981 1.083 -0.063
H -2.717 0.958 1.539
Cu 1.113 -0.090 -1.226
C 1.123 0.410 -3.259
C -0.222 -0.191 -2.791
C 1.482 -0.253 0.657
H -0.684 -0.134 -1.777
H -0.920 0.453 -3.316
H -0.419 -1.210 -3.116
H 1.885 0.746 -2.570
H 1.627 -0.234 -3.959
H 0.867 1.344 -3.754
H 1.831 -1.287 0.858
H 2.343 0.420 0.861
O -1.053 -1.147 3.023
N -0.099 -1.163 3.939
O -0.222 -1.750 4.987
O 0.958 -0.514 3.583

Properties
gap between HOMO and LUMO (alpha / beta): 0.0874 / 0.2360 Eh
LUMO level (alpha / beta): 0.2008 / 0.1986 Ha
HOMO level (alpha / beta): 0.1134 / -0.0374 Eh
multiplicity: 2
total charge: -2

Atomic charges from the Löwdin analysis, expressed in e, are listed below: -0.147, 0.146, -0.249, -0.012, -0.020, -0.024, 0.011, -0.364, -0.315, -0.349, 0.043, 0.024, 0.040, 0.010, -0.016, -0.006, -0.086, -0.092, -0.066, -0.487, 0.036, -0.075

***

C14H12B2Ba2Br6O16 as an isolated structure in a non-equilibrium geometry. Source: the OMol25 dataset; level of theory: ωB97M-V with the def2-TZVPD basis set.

Geometry (Å):
Ba -1.190 5.237 -2.813
Ba 4.181 0.474 4.039
O -0.984 1.068 4.938
C -0.684 0.997 3.722
O -1.450 1.396 2.755
B -0.734 1.112 1.487
O 0.530 0.455 1.853
C 0.537 0.288 3.147
O 1.545 -0.102 3.804
O -0.531 2.325 0.636
C -1.068 2.170 -0.543
O -1.091 3.023 -1.431
C -1.766 0.765 -0.515
O -1.470 0.170 0.686
O -2.161 0.198 -1.502
O 5.088 -1.020 -1.254
C 4.636 0.054 -1.064
O 4.565 1.154 -1.783
B 3.751 2.207 -1.152
O 3.466 1.671 0.168
C 3.907 0.454 0.297
O 3.898 -0.172 1.386
O 4.397 3.486 -1.102
C 3.585 4.372 -1.727
O 3.805 5.561 -1.880
C 2.327 3.638 -2.187
O 2.551 2.327 -1.938
O 1.333 4.175 -2.614
Br 0.988 -3.659 1.279
C 0.502 -2.470 -0.252
C -0.829 -2.910 -0.839
Br -2.103 -3.234 0.602
H 1.251 -2.723 -1.002
H 0.571 -1.394 -0.088
H -0.792 -3.804 -1.462
H -1.146 -2.326 -1.703
Br -1.505 -3.322 7.547
C -1.960 -2.201 5.956
C -1.545 -2.955 4.609
Br 0.255 -3.601 4.864
H -1.517 -1.208 6.041
H -3.011 -1.912 5.958
H -1.701 -2.349 3.716
H -2.129 -3.875 4.587
Br -4.995 -1.757 -6.252
C -3.293 -0.855 -6.298
C -3.028 -0.129 -5.061
Br -4.205 1.422 -4.908
H -3.178 -0.240 -7.191
H -2.457 -1.554 -6.304
H -1.997 0.224 -5.099
H -3.154 -0.652 -4.113

Properties
gap between HOMO and LUMO: 0.2033 Eh
LUMO level: -0.2556 Ha
HOMO level: -0.4589 Eh
ΔE to the lowest compared entry with this formula, charge and spin: 0.0 kJ/mol
total charge: +2

Atomic charges from the Löwdin analysis, expressed in e, are listed below: 2.028, 2.008, 0.136, -0.350, 0.274, -0.876, 0.252, -0.308, -0.161, 0.265, -0.319, -0.167, -0.287, 0.211, 0.170, 0.213, -0.372, 0.257, -0.963, 0.250, -0.305, -0.131, 0.272, -0.317, 0.175, -0.310, 0.275, -0.077, 0.569, -0.629, -0.677, 0.631, 0.053, 0.042, 0.062, 0.059, 0.563, -0.633, -0.645, 0.560, 0.026, 0.059, 0.034, 0.049, 0.668, -0.746, -0.723, 0.576, 0.071, 0.075, 0.063, 0.052

***

C33H47N2O2P2Pt as an isolated structure in a non-equilibrium geometry. Source: the OMol25 dataset; level of theory: ωB97M-V with the def2-TZVPD basis set.

Geometry (Å):
Pt -0.973 -0.383 0.162
C -0.061 -3.240 -1.970
C -0.888 -2.264 -2.811
C -0.519 -2.383 -4.290
P -0.668 -0.529 -2.234
C -1.479 0.562 -3.468
C -2.939 0.206 -3.754
C -1.337 2.025 -3.048
C 1.079 -0.208 -2.389
C 1.753 0.286 -3.510
C 3.124 0.458 -3.505
C 3.861 0.999 -4.703
C 3.808 0.103 -2.339
C 3.157 -0.384 -1.221
C 1.761 -0.526 -1.225
N 1.041 -0.860 -0.070
C 1.674 -1.428 1.052
C 2.590 -2.471 1.012
C 3.074 -3.002 2.202
C 2.660 -2.525 3.443
C 3.158 -3.138 4.725
C 1.736 -1.483 3.464
C 1.263 -0.944 2.277
P 0.136 0.433 2.037
C -0.713 0.558 3.665
C 0.049 1.356 4.726
C -2.151 1.072 3.531
C 1.240 1.856 1.617
C 2.664 1.694 2.147
C 0.684 3.237 2.020
H -0.327 -4.262 -2.241
H 1.007 -3.103 -2.156
H -0.241 -3.118 -0.904
H -1.946 -2.472 -2.654
H 0.530 -2.129 -4.454
H -0.664 -3.418 -4.605
H -1.136 -1.757 -4.933
H -0.896 0.398 -4.377
H -3.569 0.383 -2.886
H -3.305 0.835 -4.568
H -3.068 -0.835 -4.048
H -1.889 2.214 -2.128
H -0.294 2.305 -2.888
H -1.748 2.674 -3.823
H 1.205 0.539 -4.411
H 3.171 1.351 -5.469
H 4.512 1.827 -4.420
H 4.496 0.230 -5.149
H 4.885 0.226 -2.305
H 3.720 -0.622 -0.329
H 2.896 -2.885 0.059
H 3.776 -3.827 2.161
H 4.108 -3.649 4.575
H 3.292 -2.383 5.499
H 2.444 -3.872 5.104
H 1.393 -1.107 4.421
H -0.768 -0.491 3.964
H -0.028 2.425 4.538
H -0.399 1.160 5.701
H 1.105 1.092 4.785
H -2.173 2.119 3.221
H -2.722 0.488 2.809
H -2.657 1.002 4.495
H 1.274 1.793 0.524
H 2.690 1.699 3.237
H 3.138 0.779 1.800
H 3.255 2.540 1.790
H 1.030 3.507 3.017
H 1.052 3.996 1.330
H -0.400 3.294 2.028
O -5.042 -1.257 -0.519
C -3.956 -0.724 -0.521
O -2.828 -1.220 -0.915
C -3.832 0.725 -0.110
C -4.932 1.566 -0.082
C -4.739 2.905 0.204
C -3.446 3.364 0.424
C -2.406 2.460 0.396
N -2.596 1.158 0.149
H -5.905 1.143 -0.286
H -5.579 3.585 0.246
H -3.245 4.409 0.615
H -1.388 2.775 0.546
C -1.356 -2.038 1.375
H -0.415 -2.535 1.582
H -2.026 -2.614 0.744
H -1.841 -1.729 2.298

Properties
gap between HOMO and LUMO: 0.2343 Eh
LUMO level: -0.1306 Ha
HOMO level: -0.3650 Eh
total charge: +1

Atomic charges from the Löwdin analysis, expressed in e, are listed below: 1.125, -0.090, -0.496, -0.086, 1.032, -0.506, -0.076, -0.092, -0.307, -0.039, -0.269, -0.043, -0.019, -0.013, -0.320, -0.148, -0.371, -0.004, -0.008, -0.255, -0.040, -0.020, -0.345, 1.023, -0.502, -0.084, -0.101, -0.475, -0.075, -0.096, 0.092, 0.082, 0.047, 0.102, 0.080, 0.092, 0.068, 0.095, 0.066, 0.092, 0.079, 0.049, 0.074, 0.091, 0.112, 0.077, 0.083, 0.086, 0.123, 0.106, 0.124, 0.122, 0.081, 0.082, 0.089, 0.112, 0.102, 0.071, 0.095, 0.066, 0.071, 0.057, 0.093, 0.098, 0.080, 0.071, 0.097, 0.077, 0.093, 0.041, 0.106, -0.612, -0.230, -0.186, 0.034, -0.014, -0.027, -0.155, -0.031, 0.133, 0.122, 0.119, 0.084, -0.130, 0.022, 0.032, 0.014